<one>
{
  "formula": "H12O6",
  "method": "ωB97M-V/def2-TZVPD",
  "species": ["O", "H", "H", "O", "H", "H", "O", "H", "H", "O", "H", "H", "O", "H", "H", "O", "H", "H"],
  "positions_angstrom": [[2.67407, -0.20477, -0.16961], [2.04477, -0.68938, 0.31693], [3.55203, -0.51489, 0.11502], [-0.26456, 0.82023, -0.77578], [-0.27617, -0.09006, -1.09607], [0.60469, 1.08030, -0.99233], [-2.91750, -1.22988, -0.45616], [-3.48482, -1.55905, -1.12833], [-2.07177, -1.11422, -0.82650], [-0.14179, -1.81049, -1.31605], [-0.05517, -2.02513, -0.34899], [-0.69661, -2.50448, -1.70379], [2.02249, 1.95746, 1.60069], [2.14497, 1.26626, 0.93740], [2.13902, 1.51328, 2.47565], [-2.04470, 1.57877, 1.38560], [-1.78596, 1.27023, 0.47948], [-1.44300, 2.25581, 1.50284]],
  "mulliken_charge": [-0.653, 0.318, 0.297, -0.634, 0.359, 0.284, -0.600, 0.300, 0.330, -0.716, 0.369, 0.291, -0.646, 0.389, 0.298, -0.639, 0.356, 0.297],
  "total_charge": 0,
  "smiles": "O.O.O.O.O.O"
}


<two>
{
  "formula": "H12O6",
  "method": "ωB97M-V/def2-TZVPD",
  "species": ["O", "H", "H", "O", "H", "H", "O", "H", "H", "O", "H", "H", "O", "H", "H", "O", "H", "H"],
  "positions_angstrom": [[-2.24494, -1.16972, 0.39250], [-2.30794, -1.40172, -0.56050], [-2.44694, -0.20972, 0.47750], [0.74906, 2.97028, -0.45050], [0.59806, 1.98428, -0.56550], [1.39006, 3.33028, -1.18550], [-1.88294, -1.20672, -2.23250], [-1.30194, -1.82972, -2.20950], [-1.75694, -0.71572, -2.88850], [1.30006, -1.25972, 1.15650], [1.34706, -1.70672, 2.12650], [2.09306, -0.93772, 0.74450], [-0.00094, 0.38828, -0.89050], [-0.65194, -0.08672, -1.42750], [-0.11594, -0.16172, -0.12150], [1.43406, 0.87528, 2.78650], [1.49006, 0.44428, 2.02450], [2.30906, 0.69328, 2.82350]],
  "mulliken_charge": [-0.704, 0.362, 0.329, -0.653, 0.448, 0.304, -0.606, 0.317, 0.233, -0.724, 0.348, 0.337, -0.732, 0.388, 0.338, -0.544, 0.254, 0.305],
  "total_charge": 0,
  "smiles": "O.O.O.O.O.O"
}


<three>
{
  "formula": "H12O6",
  "method": "ωB97M-V/def2-TZVPD",
  "species": ["O", "H", "H", "O", "H", "H", "O", "H", "H", "O", "H", "H", "O", "H", "H", "O", "H", "H"],
  "positions_angstrom": [[0.25853, -0.97862, -2.17039], [-0.03757, -1.87160, -2.23760], [0.82728, -0.76973, -1.46583], [1.09231, -0.95426, 2.36453], [0.60048, -1.80717, 2.44410], [0.38231, -0.34207, 2.53966], [1.98918, -0.55628, -0.08991], [1.70979, -0.66560, 0.87368], [2.66917, 0.13597, -0.03240], [-1.17766, 0.47263, 2.18058], [-1.01613, 0.84585, 1.25711], [-1.69654, 1.20935, 2.56376], [-0.45508, 1.39962, -0.04165], [0.17530, 0.71320, -0.24212], [-1.12034, 1.21188, -0.75517], [-1.70895, 0.72137, -2.16604], [-1.16324, -0.08366, -2.18658], [-1.32883, 1.31912, -2.83573]],
  "mulliken_charge": [-0.711, 0.322, 0.356, -0.732, 0.330, 0.418, -0.771, 0.388, 0.302, -0.774, 0.472, 0.307, -0.751, 0.340, 0.484, -0.759, 0.434, 0.343],
  "total_charge": 0,
  "smiles": "O.O.O.O.O.O"
}


Top of the stability list: <three>, leading by 1.076 eV.


<one>
{
  "formula": "H12O6",
  "method": "ωB97M-V/def2-TZVPD",
  "species": ["O", "H", "H", "O", "H", "H", "O", "H", "H", "O", "H", "H", "O", "H", "H", "O", "H", "H"],
  "positions_angstrom": [[0.38876, -3.73815, 2.08757], [0.42608, -4.64174, 1.77393], [1.21609, -3.61089, 2.55186], [0.73201, 5.54359, -0.07650], [1.53425, 5.07508, -0.30702], [0.21717, 5.54937, -0.88343], [-3.51899, 0.49524, -5.76269], [-3.97035, -0.33558, -5.91185], [-3.18604, 0.43016, -4.86764], [4.98568, 1.57177, -0.15550], [5.70042, 2.00221, 0.31364], [5.42249, 1.01941, -0.80383], [-0.83418, -0.43600, -1.01990], [-0.07052, 0.13637, -0.94607], [-0.56279, -1.25334, -0.60212], [-3.00640, -2.25738, 4.83584], [-3.11396, -2.90811, 5.52955], [-2.35972, -2.64200, 4.24415]],
  "mulliken_charge": [-0.635, 0.319, 0.320, -0.638, 0.318, 0.320, -0.642, 0.317, 0.324, -0.643, 0.322, 0.321, -0.642, 0.318, 0.322, -0.639, 0.317, 0.320],
  "total_charge": 0,
  "smiles": "O.O.O.O.O.O"
}


<two>
{
  "formula": "H12O6",
  "method": "ωB97M-V/def2-TZVPD",
  "species": ["O", "H", "H", "O", "H", "H", "O", "H", "H", "O", "H", "H", "O", "H", "H", "O", "H", "H"],
  "positions_angstrom": [[0.71369, -2.52214, -0.55321], [-0.09155, -2.64105, -1.07311], [1.41228, -2.31139, -1.18287], [-2.06765, 1.34541, 0.38363], [-1.18853, 0.92295, 0.34752], [-2.43743, 0.85915, 1.11159], [-0.33507, 1.73924, 2.86732], [0.33204, 2.43558, 2.99717], [-1.15349, 2.19683, 2.99817], [-0.55891, -0.13630, -2.05325], [-1.43326, -0.36449, -1.70683], [-0.29983, -0.85642, -2.62567], [0.38876, 0.02970, 0.71396], [0.50241, -0.88879, 0.51627], [0.44393, 0.10245, 1.64648], [2.29787, 0.04609, -1.36016], [1.95056, -0.04334, -2.26568], [1.52416, 0.08652, -0.76134]],
  "mulliken_charge": [-0.691, 0.300, 0.342, -0.661, 0.413, 0.279, -0.598, 0.303, 0.299, -0.586, 0.308, 0.277, -0.732, 0.414, 0.279, -0.640, 0.316, 0.378],
  "total_charge": 0,
  "smiles": "O.O.O.O.O.O"
}


Top of the stability list: <two>, leading by 0.600 eV.


<one>
{
  "formula": "C36H34AsN4O9Rb",
  "method": "ωB97M-V/def2-TZVPD",
  "species": ["Rb", "O", "C", "C", "N", "C", "C", "O", "O", "C", "C", "O", "O", "H", "H", "H", "H", "H", "H", "H", "H", "H", "O", "C", "C", "C", "C", "C", "C", "C", "O", "N", "O", "O", "H", "H", "H", "H", "N", "C", "C", "C", "N", "C", "C", "H", "H", "H", "H", "H", "H", "C", "C", "C", "C", "C", "C", "As", "C", "C", "C", "C", "C", "C", "C", "C", "C", "C", "C", "C", "H", "H", "H", "H", "H", "H", "H", "H", "H", "H", "H", "H", "H", "H", "H"],
  "positions_angstrom": [[0.79868, -0.86602, 1.68791], [-0.83089, -3.31031, -0.68088], [-0.06564, -4.45185, -0.32819], [-0.50699, -4.99957, 1.02434], [-0.42039, -3.96285, 2.04172], [-1.67649, -3.52100, 2.64450], [-1.66829, -1.97789, 2.68647], [-1.38838, -1.41443, 3.75989], [-1.83007, -1.42098, 1.56063], [0.64213, -4.19146, 3.01143], [2.06280, -4.27331, 2.38028], [2.76765, -5.23549, 2.73399], [2.36174, -3.34215, 1.58682], [-0.98832, -2.81512, 0.14678], [0.99879, -4.20576, -0.28090], [-0.22481, -5.20582, -1.10724], [0.12350, -5.85784, 1.29053], [-1.53977, -5.35629, 0.93749], [-1.81301, -3.93508, 3.65325], [-2.50761, -3.83390, 2.00987], [0.46477, -5.11582, 3.58384], [0.63964, -3.35731, 3.71962], [2.25258, 0.52423, 3.47094], [2.14953, 1.65594, 3.89487], [1.80813, 2.86635, 3.15872], [1.94899, 4.05947, 3.84199], [1.72902, 5.28438, 3.22871], [1.33877, 5.32197, 1.86494], [1.17783, 4.17141, 1.16970], [1.37658, 2.85422, 1.76006], [1.17021, 1.82384, 1.10599], [1.90191, 6.48763, 3.95700], [2.17406, 6.43124, 5.15757], [1.63662, 7.55700, 3.40309], [2.36042, 1.85317, 4.97062], [2.25378, 4.04728, 4.88183], [1.16702, 6.28493, 1.40383], [0.85693, 4.18273, 0.13531], [6.72109, 0.17445, -1.69671], [5.36558, -0.04059, -1.42061], [4.94445, -1.12511, -0.66090], [3.58885, -1.30973, -0.43518], [2.64538, -0.50331, -0.92958], [3.05913, 0.53794, -1.64692], [4.38603, 0.81307, -1.92489], [7.33761, -0.24321, -1.01672], [6.95086, 1.14390, -1.85190], [5.65886, -1.80998, -0.21933], [3.25329, -2.12640, 0.20140], [2.28307, 1.20348, -2.01342], [4.65391, 1.68386, -2.51218], [-5.67157, -2.00287, -1.39592], [-4.59913, -2.56691, -2.07522], [-3.34220, -1.98726, -1.99707], [-3.13644, -0.82843, -1.25010], [-4.21274, -0.27610, -0.56709], [-5.47221, -0.85790, -0.63921], [-1.30739, -0.12303, -1.13701], [-1.05236, 0.00366, -3.08566], [-2.02263, 0.44514, -3.98479], [-1.77178, 0.46112, -5.34870], [-0.54535, 0.02297, -5.83610], [0.41943, -0.43942, -4.95391], [0.16345, -0.45403, -3.58717], [-1.78131, 1.73520, -0.71352], [-2.00572, 1.98507, 0.64273], [-2.30183, 3.26436, 1.08727], [-2.35810, 4.32015, 0.18702], [-2.11492, 4.08641, -1.15821], [-1.82701, 2.80120, -1.60511], [-6.65299, -2.46007, -1.44780], [-4.73835, -3.47168, -2.65568], [-2.50374, -2.45353, -2.49997], [-4.07165, 0.61200, 0.03561], [-6.29841, -0.41724, -0.09332], [-2.98992, 0.76263, -3.61095], [-2.53557, 0.80786, -6.03545], [-0.34988, 0.03262, -6.90216], [1.37123, -0.79849, -5.32714], [0.90570, -0.83477, -2.89302], [-1.95179, 1.15977, 1.34818], [-2.46298, 3.44269, 2.14351], [-2.56590, 5.32405, 0.53771], [-2.14034, 4.90857, -1.86476], [-1.62517, 2.64239, -2.65733]],
  "mulliken_charge": [0.994, -0.304, -0.324, -1.163, 0.704, -0.718, -0.072, -0.732, -0.195, -0.895, 0.264, -0.848, -0.516, 0.061, 0.188, 0.350, 0.477, 0.448, 0.378, 0.308, 0.197, 0.534, -0.595, -0.547, 0.761, -0.264, -0.410, -0.540, -0.425, -0.122, 0.011, 0.970, -0.684, -0.684, 0.183, 0.432, 0.460, 0.399, -0.608, 1.168, -1.013, -0.629, 0.161, -0.257, -0.976, 0.233, 0.228, 0.372, 0.654, 0.539, 0.290, -0.463, -0.671, -0.481, 0.452, -0.211, -0.599, 1.338, -0.168, -0.236, -0.734, -0.399, -0.652, -0.710, 0.448, -0.240, -0.718, -0.655, -0.692, -0.710, 0.339, 0.379, 0.312, 0.310, 0.389, 0.480, 0.371, 0.357, 0.406, 0.535, 0.502, 0.435, 0.363, 0.343, 0.336],
  "total_charge": -2
}


<two>
{
  "formula": "C36H34AsN4O9Rb",
  "method": "ωB97M-V/def2-TZVPD",
  "species": ["Rb", "O", "C", "C", "N", "C", "C", "O", "O", "C", "C", "O", "O", "H", "H", "H", "H", "H", "H", "H", "H", "H", "O", "C", "C", "C", "C", "C", "C", "C", "O", "N", "O", "O", "H", "H", "H", "H", "N", "C", "C", "C", "N", "C", "C", "H", "H", "H", "H", "H", "H", "C", "C", "C", "C", "C", "C", "As", "C", "C", "C", "C", "C", "C", "C", "C", "C", "C", "C", "C", "H", "H", "H", "H", "H", "H", "H", "H", "H", "H", "H", "H", "H", "H", "H"],
  "positions_angstrom": [[-0.94270, 0.47620, -0.80885], [-1.90726, -1.38025, -4.39017], [-1.59091, -2.37390, -3.41937], [-2.73031, -2.61992, -2.44301], [-2.77119, -1.67758, -1.30941], [-4.14980, -1.27766, -1.02434], [-4.36886, -0.16042, 0.01501], [-5.49168, -0.19325, 0.59119], [-3.46584, 0.68543, 0.19892], [-2.16511, -2.31524, -0.12904], [-0.69601, -2.78212, -0.36861], [-0.50979, -4.00670, -0.47614], [0.17127, -1.86037, -0.44172], [-1.90855, -0.49769, -3.98284], [-0.67144, -2.13770, -2.87672], [-1.40754, -3.29227, -3.97942], [-2.67093, -3.64959, -2.06616], [-3.65452, -2.53321, -3.01661], [-4.75645, -2.13836, -0.70784], [-4.58506, -0.90791, -1.95642], [-2.75677, -3.19741, 0.15335], [-2.21513, -1.60031, 0.69841], [1.06184, 1.63150, -2.89989], [1.04602, 2.26266, -3.93746], [-0.08394, 2.59060, -4.79007], [0.20086, 3.34306, -5.91975], [-0.79712, 3.71800, -6.79868], [-2.13964, 3.34198, -6.55031], [-2.44851, 2.60400, -5.45458], [-1.44462, 2.15720, -4.50442], [-1.74805, 1.44324, -3.53139], [-0.47194, 4.48513, -7.96056], [0.69798, 4.80211, -8.16155], [-1.37696, 4.81136, -8.72451], [2.00700, 2.66894, -4.33258], [1.22461, 3.63740, -6.11662], [-2.90726, 3.64550, -7.24780], [-3.46863, 2.29831, -5.25691], [-4.82253, 1.37268, 2.83351], [-3.61605, 0.88707, 3.27480], [-3.35821, -0.49213, 3.32610], [-2.14295, -0.94107, 3.79566], [-1.15339, -0.15218, 4.23819], [-1.40431, 1.15542, 4.17887], [-2.58137, 1.71562, 3.72651], [-5.23139, 0.79855, 2.08216], [-4.75227, 2.32946, 2.51614], [-4.09221, -1.19465, 2.94994], [-1.93417, -2.00750, 3.79359], [-0.59226, 1.80985, 4.48611], [-2.67683, 2.79506, 3.67775], [3.81048, 2.27585, 5.41001], [4.37533, 2.22280, 4.14357], [3.76841, 1.48828, 3.13037], [2.57961, 0.79240, 3.36193], [2.01020, 0.87029, 4.63598], [2.62484, 1.59560, 5.65147], [1.59357, -0.15737, 1.94007], [2.99370, -0.02312, 0.58350], [2.79734, 0.92252, -0.41612], [3.80540, 1.20915, -1.33171], [5.01235, 0.53118, -1.25835], [5.20709, -0.43825, -0.27880], [4.20443, -0.71350, 0.63839], [1.83638, -2.01392, 2.52610], [1.76016, -2.38298, 3.86706], [1.83114, -3.72140, 4.23345], [1.95494, -4.70585, 3.26227], [1.99853, -4.34553, 1.92325], [1.94540, -3.00784, 1.55290], [4.28567, 2.84708, 6.19851], [5.29711, 2.75354, 3.93393], [4.23420, 1.46310, 2.15500], [1.07392, 0.36730, 4.83675], [2.16351, 1.63293, 6.63209], [1.85520, 1.45582, -0.48878], [3.61538, 1.93075, -2.11546], [5.79862, 0.74293, -1.97399], [6.14489, -0.97996, -0.23221], [4.35681, -1.46315, 1.40538], [1.62005, -1.63743, 4.63813], [1.76996, -3.99185, 5.28151], [1.98694, -5.75100, 3.54781], [2.02978, -5.10120, 1.14820], [1.90948, -2.74413, 0.50534]],
  "mulliken_charge": [0.839, -0.565, -0.361, -1.048, 1.083, -0.827, 0.412, -0.923, -0.633, -0.957, 0.655, -0.783, -0.602, 0.291, 0.089, 0.401, 0.440, 0.497, 0.331, 0.409, 0.385, -0.024, -0.304, -0.327, 0.719, -0.128, -0.427, -0.310, -0.783, -0.101, -0.394, 0.976, -0.676, -0.675, 0.187, 0.418, 0.459, 0.415, -0.648, 0.612, -0.307, -0.267, -0.236, -0.284, -0.834, 0.408, 0.251, 0.320, 0.375, 0.229, 0.275, -0.436, -0.756, -0.466, 0.587, -0.373, -0.975, 0.572, 0.157, -0.469, -0.659, -0.371, -0.636, 0.112, 0.843, -0.264, -0.714, -0.534, -0.676, -0.365, 0.351, 0.407, 0.277, 0.521, 0.412, 0.305, 0.295, 0.370, 0.372, 0.408, 0.172, 0.378, 0.340, 0.359, 0.408],
  "total_charge": -2
}


Top of the stability list: <two>, leading by 0.659 eV.